# 1
This record from the OMol25 dataset describes an isolated molecule of CHN3OS at a distorted geometry. The level of theory is ωB97M-V/def2-TZVPD.

Geometry (Å):
S 1.5554 -0.8022 0.9289
C 0.2105 -0.0079 0.0833
N -0.0655 1.2594 0.3937
N -1.0320 1.6128 -0.2818
O -1.4720 0.6007 -0.9881
N -0.6481 -0.4361 -0.8001
H 1.4518 -2.2267 0.6640

Values from the calculation:
E	-18402.779	eV
HOMO energy	-0.375	Ha
orbital gap	10.4	eV
structure (SMILES)	Sc1nnon1
energy above the lowest of the compared OMol25 structures with the same formula, charge and spin	78.1	kcal/mol



# 2
This record from the OMol25 dataset describes an isolated molecule of CHN3OS at a distorted geometry. The level of theory is ωB97M-V/def2-TZVPD.

Geometry (Å):
S 0.2108 1.9062 -1.3419
C 0.2105 0.6281 -0.3239
N 1.3364 0.1552 0.3979
N 0.9921 -0.8790 1.0130
O -0.3011 -1.2453 0.7633
N -0.7615 -0.2293 -0.0524
H -1.6872 -0.3359 -0.4560

Values from the calculation:
E	-18402.526	eV
HOMO energy	-0.335	Ha
orbital gap	8.4	eV
structure (SMILES)	S=c1nno[nH]1
energy above the lowest of the compared OMol25 structures with the same formula, charge and spin	83.9	kcal/mol



# 3
This record from the OMol25 dataset describes a structure of composition CHN4O2 at a distorted geometry. The level of theory is ωB97M-V/def2-TZVPD.

Geometry (Å):
C 1.1671 0.5817 0.1139
N -1.4832 -1.3136 -0.1585
N -0.2977 -1.6614 0.3719
N -1.0895 -0.0070 -0.1547
N 0.1029 -0.3768 0.2646
O 2.2930 0.1720 0.0893
O 0.6484 1.6610 -0.0863
H -1.3409 0.9441 -0.4402

Values from the calculation:
E	-11106.619	eV
total charge	-1
HOMO energy	-0.183	Ha
orbital gap	9.4	eV
energy above the lowest of the compared OMol25 structures with the same formula, charge and spin	72.2	kcal/mol



# 4
This record from the OMol25 dataset describes a cluster of 2 separate species, CHNO in total at a distorted geometry. The level of theory is ωB97M-V/def2-TZVPD.

Geometry (Å):
C -2.5722 -1.1098 0.8768
N 0.4450 0.4633 -1.1278
O -3.3821 -0.3245 0.9399
H 0.4120 0.7218 -0.0837

Values from the calculation:
E	-4585.971	eV
HOMO energy (spin up / spin down)	-0.420 / -0.419	Ha
orbital gap (spin up / spin down)	10.2 / 10.2	eV
energy above the lowest of the compared OMol25 structures with the same formula, charge and spin	109.7	kcal/mol



# 5
This record from the OMol25 dataset describes an isolated molecule of CHNO2 at a distorted geometry. The level of theory is ωB97M-V/def2-TZVPD.

Geometry (Å):
O -0.2404 1.4878 0.4000
C 0.3671 1.1354 -0.5639
N 1.9994 0.5751 -0.3790
O 2.2371 -0.3144 0.3859
H 0.2740 1.2428 -1.6158

Values from the calculation:
E	-6634.431	eV
HOMO energy	-0.325	Ha
orbital gap	8.1	eV
structure (SMILES)	O=CN=O
energy above the lowest of the compared OMol25 structures with the same formula, charge and spin	21.2	kcal/mol



# 6
This record from the OMol25 dataset describes an isolated molecule of CHNO2S at a distorted geometry. The level of theory is ωB97M-V/def2-TZVPD.

Geometry (Å):
O 1.3232 -0.5313 -0.8912
N 0.3588 -0.7214 -0.1627
O 0.0065 -1.7108 0.4347
C -0.5348 0.5518 0.1856
S 0.1595 1.8923 -0.3909
H -1.3132 0.5194 0.8245

Values from the calculation:
E	-17468.940	eV
HOMO energy	-0.365	Ha
orbital gap	8.1	eV
structure (SMILES)	O=[N+]([O-])C=S
energy above the lowest of the compared OMol25 structures with the same formula, charge and spin	74.6	kcal/mol



# 7
This record from the OMol25 dataset describes an isolated molecule of CHNO2S at a distorted geometry. The level of theory is ωB97M-V/def2-TZVPD.

Geometry (Å):
O -1.6820 1.6832 -0.5625
C -0.9967 0.7882 -0.6536
N -0.1219 0.0363 -0.9813
O 0.4993 -1.0375 -0.4553
S 1.6300 -0.7434 0.9510
H 0.6713 -0.7269 1.7018

Values from the calculation:
E	-17469.490	eV
HOMO energy	-0.375	Ha
orbital gap	9.4	eV
structure (SMILES)	O=C=NOS
energy above the lowest of the compared OMol25 structures with the same formula, charge and spin	61.9	kcal/mol



# 8
This record from the OMol25 dataset describes a cluster of 2 separate species, CHNO2S in total at a distorted geometry. The level of theory is ωB97M-V/def2-TZVPD.

Geometry (Å):
C -0.9510 -0.4981 0.7499
N 1.0553 0.5181 -0.4221
O 1.3695 1.6179 -0.0303
O 1.1314 -0.0697 -1.4237
S -1.3415 -1.0698 -0.5984
H -1.2637 -0.4984 1.7245

Values from the calculation:
E	-17466.675	eV
multiplicity	3
HOMO energy (spin up / spin down)	-0.276 / -0.405	Ha
orbital gap (spin up / spin down)	7.1 / 9.4	eV
<S²>	2.01
energy above the lowest of the compared OMol25 structures with the same formula, charge and spin	118.7	kcal/mol



# 9
This record from the OMol25 dataset describes a cluster of 2 separate species, CHNO3 in total at a distorted geometry. The level of theory is ωB97M-V/def2-TZVPD.

Geometry (Å):
C 0.2688 -0.6692 1.8960
N -0.0952 0.7295 -2.3113
O 0.6956 -0.1712 2.8019
O -0.1536 -1.2228 0.9512
O 0.3158 0.1012 -1.3550
H -1.0315 1.2326 -1.9828

Values from the calculation:
E	-8682.705	eV
multiplicity	3
HOMO energy (spin up / spin down)	-0.327 / -0.474	Ha
orbital gap (spin up / spin down)	9.4 / 11.7	eV
<S²>	2.01
energy above the lowest of the compared OMol25 structures with the same formula, charge and spin	2.9	kcal/mol



# 10
This record from the OMol25 dataset describes a cluster of 2 separate species, CHNO3S in total at a distorted geometry. The level of theory is ωB97M-V/def2-TZVPD.

Geometry (Å):
C 3.9215 3.3812 7.7461
N 4.6792 2.4864 7.9489
O 6.8821 1.3568 8.0816
O 3.1432 4.2659 7.7914
O 6.9683 3.3821 6.4027
S 6.1509 1.9626 6.9687
H -1.4340 0.6531 -1.2556

Values from the calculation:
E	-19517.573	eV
total charge	-2
HOMO energy	0.068	Ha
orbital gap	3.3	eV
energy above the lowest of the compared OMol25 structures with the same formula, charge and spin	48.0	kcal/mol



# 11
This record from the OMol25 dataset describes a cluster of 2 separate species, CHNO3S in total at a distorted geometry. The level of theory is ωB97M-V/def2-TZVPD.

Geometry (Å):
C -1.6855 -1.1346 -0.0030
N -1.0627 -0.1913 0.1405
O -0.7064 1.0000 0.2712
O 1.7032 0.0852 0.2633
O 1.1574 1.5836 -1.5377
S 1.1809 1.3336 -0.1128
H -0.5868 -2.6765 0.9785

Values from the calculation:
E	-19512.105	eV
HOMO energy (spin up / spin down)	-0.407 / -0.378	Ha
orbital gap (spin up / spin down)	9.2 / 5.5	eV
energy above the lowest of the compared OMol25 structures with the same formula, charge and spin	194.8	kcal/mol



# 12
This record from the OMol25 dataset describes a cluster of 2 separate species, CHNO3S in total at a distorted geometry. The level of theory is ωB97M-V/def2-TZVPD.

Geometry (Å):
O -0.1281 1.2802 1.0384
S 0.8958 0.3634 0.6941
O 0.9813 -0.8773 1.3652
O 1.8258 0.6736 -0.3137
C -1.1468 -0.5066 -0.9341
N -1.8815 -1.3436 -0.6995
H -0.5465 0.4104 -1.1505

Values from the calculation:
E	-19518.474	eV
HOMO energy	-0.469	Ha
orbital gap	11.9	eV
structure (SMILES)	O=S(=O)=O.C#N
energy above the lowest of the compared OMol25 structures with the same formula, charge and spin	48.0	kcal/mol



# 13
This record from the OMol25 dataset describes a cluster of 2 separate species, CHNO3S3 in total at a distorted geometry. The level of theory is ωB97M-V/def2-TZVPD.

Geometry (Å):
C -0.0009 0.2310 -0.4637
N -2.8206 0.3189 -0.3612
O 2.5971 0.4683 0.5698
O 2.3102 -1.9347 0.6725
O 0.5814 -0.3468 -1.3404
S 0.1000 1.5021 0.6240
S -1.6248 -0.1111 0.4514
S 2.6472 -0.7626 -0.1102
H -3.7895 0.6350 -0.0424

Values from the calculation:
E	-41188.389	eV
HOMO energy	-0.353	Ha
orbital gap	8.4	eV
energy above the lowest of the compared OMol25 structures with the same formula, charge and spin	37.1	kcal/mol



# 14
This record from the OMol25 dataset describes a cluster of 2 separate species, CHNO5S in total at a distorted geometry. The level of theory is ωB97M-V/def2-TZVPD.

Geometry (Å):
C -1.0720 -0.3631 -0.1898
N -2.3000 -0.5198 0.1504
O -3.2147 -0.0641 -0.6386
O 2.5433 0.2453 1.5491
O -2.6381 -1.1063 1.2179
O 2.9199 1.8972 -0.1678
O 2.5308 -0.4420 -0.7855
S 2.1338 0.6652 0.2206
H -0.9031 -0.3125 -1.3563

Values from the calculation:
E	-23609.122	eV
total charge	-2
HOMO energy (spin up / spin down)	-0.013 / -0.023	Ha
orbital gap (spin up / spin down)	7.0 / 6.6	eV
energy above the lowest of the compared OMol25 structures with the same formula, charge and spin	74.3	kcal/mol



# 15
This record from the OMol25 dataset describes a cluster of 2 separate species, CHNOS in total at a distorted geometry. The level of theory is ωB97M-V/def2-TZVPD.

Geometry (Å):
C 0.8669 -0.4946 0.9398
N 2.1064 -0.3160 0.9902
O 1.3591 -2.7806 1.7491
S 1.3478 -1.4638 2.2757
H -0.2883 -0.3815 -0.1727

Values from the calculation:
E	-15421.218	eV
HOMO energy (spin up / spin down)	-0.360 / -0.360	Ha
orbital gap (spin up / spin down)	9.1 / 9.1	eV
energy above the lowest of the compared OMol25 structures with the same formula, charge and spin	69.7	kcal/mol



# 16
This record from the OMol25 dataset describes a cluster of 2 separate species, CHNOS in total at a distorted geometry. The level of theory is ωB97M-V/def2-TZVPD.

Geometry (Å):
C 0.7085 -0.0882 -0.0152
N -0.3738 -0.6162 -0.4909
O 0.3445 -1.2760 0.5529
S 1.7025 1.1992 0.1826
H -2.3817 0.7811 -0.2293

Values from the calculation:
E	-15418.868	eV
HOMO energy (spin up / spin down)	-0.363 / -0.368	Ha
orbital gap (spin up / spin down)	7.4 / 9.8	eV
energy above the lowest of the compared OMol25 structures with the same formula, charge and spin	123.9	kcal/mol



# 17
This record from the OMol25 dataset describes a cluster of 2 separate species, CHNOS in total at a distorted geometry. The level of theory is ωB97M-V/def2-TZVPD.

Geometry (Å):
C 0.9419 0.5319 -0.2401
N 0.8785 0.5587 -1.3674
H 0.8381 0.4710 0.7436
O 1.8998 2.5007 1.1833
S 3.0149 3.4575 0.9886

Values from the calculation:
E	-15423.032	eV
HOMO energy (spin up / spin down)	-0.358 / -0.358	Ha
orbital gap (spin up / spin down)	7.8 / 7.8	eV
structure (SMILES)	C#N.O=S
energy above the lowest of the compared OMol25 structures with the same formula, charge and spin	27.9	kcal/mol



# 18
This record from the OMol25 dataset describes an isolated molecule of CHNOS2 at a distorted geometry. The level of theory is ωB97M-V/def2-TZVPD.

Geometry (Å):
C 1.1886 0.5093 -0.0131
N 3.4337 -0.8025 0.0572
O 3.8382 0.2939 0.0225
S 2.2496 1.6516 0.2664
S 0.0082 -0.5894 -0.1775
H -1.0432 0.1123 -0.1769

Values from the calculation:
E	-26255.704	eV
HOMO energy (spin up / spin down)	-0.269 / -0.281	Ha
orbital gap (spin up / spin down)	7.1 / 7.4	eV
energy above the lowest of the compared OMol25 structures with the same formula, charge and spin	96.5	kcal/mol



# 19
This record from the OMol25 dataset describes a structure of composition CHNiO2 at a distorted geometry. The level of theory is ωB97M-V/def2-TZVPD.

Geometry (Å):
O 0.5363 0.6291 -0.3138
C -0.0721 -0.4483 1.2459
O -0.6317 -1.1920 0.4932
Ni -0.3791 -0.5358 -1.3873
H 0.5466 1.5471 -0.0380

Values from the calculation:
E	-46179.667	eV
total charge	+1
multiplicity	3
HOMO energy (spin up / spin down)	-0.601 / -0.591	Ha
orbital gap (spin up / spin down)	9.1 / 7.8	eV
<S²>	2.01
energy above the lowest of the compared OMol25 structures with the same formula, charge and spin	0.0	kcal/mol



# 20
This record from the OMol25 dataset describes an isolated molecule of CHO2PS at a distorted geometry. The level of theory is ωB97M-V/def2-TZVPD.

Geometry (Å):
O 0.0682 1.4872 -0.2535
C -0.2150 0.5024 -0.8643
O -0.4701 -0.6397 -0.2821
P -0.4087 -0.4971 1.5051
S 1.2653 -1.3679 1.8555
H -0.2397 0.5151 -1.9607

Values from the calculation:
E	-25272.322	eV
HOMO energy	-0.364	Ha
orbital gap	8.3	eV
structure (SMILES)	O=COP=S
energy above the lowest of the compared OMol25 structures with the same formula, charge and spin	0.7	kcal/mol